# C38H25Br2Cl5CsN6O3

A structure of composition C38H25Br2Cl5CsN6O3 in a non-equilibrium geometry (the ωB97M-V functional and the def2-TZVPD basis, the OMol25 dataset).

```
80
Properties=species:S:1:pos:R:3
Cs -0.41 1.95 0.20
O 0.50 -5.03 -4.32
C 1.63 -4.27 -3.95
C 1.27 -3.30 -2.86
C 2.22 -2.42 -2.37
C 1.86 -1.53 -1.38
N 0.64 -1.48 -0.85
C -0.28 -2.33 -1.30
C 0.00 -3.26 -2.31
C -1.64 -2.25 -0.69
C -2.42 -3.38 -0.52
C -3.68 -3.25 0.07
C -4.52 -4.47 0.36
O -3.97 -5.25 1.42
C -4.09 -1.99 0.46
C -3.23 -0.91 0.27
N -2.04 -1.03 -0.30
H 0.73 -5.58 -5.07
H 2.02 -3.70 -4.80
H 2.44 -4.91 -3.59
H 3.23 -2.41 -2.77
H 2.58 -0.81 -0.99
H -0.77 -3.91 -2.69
H -2.05 -4.36 -0.80
H -4.54 -5.13 -0.51
H -5.54 -4.16 0.58
H -3.92 -4.69 2.20
H -5.05 -1.85 0.95
H -3.50 0.07 0.63
C 0.20 -3.19 4.50
C -0.44 -2.64 3.40
C 0.08 -1.50 2.80
C 1.26 -0.95 3.27
C 1.90 -1.49 4.38
C 1.36 -2.60 5.00
N 1.75 0.18 2.54
N 2.96 0.35 2.64
C 3.47 1.44 1.86
C 4.73 1.89 2.21
C 5.30 2.92 1.47
C 4.59 3.44 0.40
C 3.34 2.91 0.12
N 2.79 1.93 0.84
H -0.22 -4.06 4.99
H -1.35 -3.07 3.03
H -0.42 -1.03 1.95
H 2.80 -1.02 4.74
H 1.85 -3.02 5.88
H 5.24 1.43 3.04
H 6.28 3.30 1.72
H 4.99 4.24 -0.21
H 2.75 3.28 -0.71
Cl -2.02 3.88 1.88
C -3.06 2.82 2.86
C -2.85 1.46 2.80
C -3.69 0.73 3.61
Cl -3.56 -1.05 3.60
C -4.69 1.28 4.42
Cl -5.74 0.28 5.39
C -4.85 2.66 4.44
Cl -6.09 3.38 5.42
C -4.03 3.45 3.65
Cl -4.23 5.17 3.66
Br 0.45 6.96 -1.55
C 0.89 5.52 -2.71
C 1.54 5.80 -3.92
C 1.89 4.80 -4.78
Br 2.78 5.26 -6.40
C 1.59 3.45 -4.47
C 1.90 2.35 -5.30
C 1.56 1.09 -4.92
C 0.90 0.90 -3.69
N 0.60 1.89 -2.88
C 0.93 3.16 -3.24
C 0.56 4.22 -2.28
O 0.00 3.95 -1.19
H 1.77 6.83 -4.17
H 2.41 2.53 -6.24
H 1.78 0.23 -5.55
H 0.60 -0.09 -3.37
```

As for the orbital gap: 6.2 eV. For the total energy, the calculation gives -9486.5168 Eh. The net charge is -1. The energy above the lowest of the compared OMol25 structures with the same formula, charge and spin comes out at 21.9 kcal per mole. The LUMO energy is 1.54 eV.



# C2H4InO2

A structure of composition C2H4InO2 in a non-equilibrium geometry (the ωB97M-V functional and the def2-TZVPD basis, the OMol25 dataset).

```
9
Properties=species:S:1:pos:R:3
In 0.05 -3.37 2.54
O -0.13 -1.31 0.37
C -0.04 0.12 0.39
C 0.02 0.86 -1.03
O 0.97 0.36 -1.99
H 0.86 0.16 1.01
H -0.84 0.52 1.01
H 0.10 1.93 -0.85
H -0.99 0.75 -1.43
```

Its spin multiplicity is 2. As for the orbital gap (spin up / spin down): 5.9 / 5.9 eV. For the total energy, the calculation gives -419.0165 Eh. The net charge is 0. The energy above the lowest of the compared OMol25 structures with the same formula, charge and spin comes out at 10.4 kcal per mole. The LUMO energy (spin up / spin down) is -1.28 / -1.28 eV. Its expectation value of S² is 0.754.



# C57H47CdN3O4P2

A structure of composition C57H47CdN3O4P2 in a non-equilibrium geometry (the ωB97M-V functional and the def2-TZVPD basis, the OMol25 dataset).

```
114
Properties=species:S:1:pos:R:3
Cd 0.00 -0.23 0.31
C 4.46 0.12 1.33
O 4.65 -1.18 0.84
C 3.84 -2.13 1.44
C 4.41 -3.12 2.14
C 3.62 -4.15 2.61
C 2.26 -4.17 2.41
C 1.59 -3.12 1.70
C 0.16 -3.14 1.57
N -0.61 -2.14 1.25
N -1.97 -2.48 1.14
C -2.65 -1.35 1.15
O -2.15 -0.19 1.22
C -4.13 -1.55 0.92
C -4.70 -2.80 1.15
C -6.08 -2.94 1.07
C -6.86 -1.85 0.73
C -6.26 -0.61 0.59
C -4.89 -0.42 0.67
C 2.42 -2.09 1.15
O 2.07 -1.16 0.35
H 5.29 0.71 0.85
H 4.61 0.13 2.45
H 3.52 0.62 0.94
H 5.50 -3.04 2.28
H 4.08 -4.91 3.17
H 1.66 -5.02 2.78
H -0.35 -4.06 1.72
H -4.06 -3.65 1.43
H -6.57 -3.79 1.42
H -7.89 -1.98 0.68
H -6.93 0.20 0.49
H -4.38 0.58 0.60
O -1.66 2.49 -0.07
C -0.79 3.24 -0.81
C -0.54 4.60 -0.50
C 0.30 5.29 -1.34
C 0.82 4.66 -2.45
C 0.57 3.30 -2.77
C -0.29 2.60 -1.95
P -0.49 0.72 -2.04
C -2.30 0.51 -2.38
C -3.07 1.62 -2.76
C -4.41 1.49 -2.99
C -5.01 0.25 -2.93
C -4.27 -0.83 -2.45
C -2.95 -0.65 -2.06
C 0.44 0.26 -3.47
C 1.70 -0.39 -3.23
C 2.43 -0.80 -4.30
C 1.90 -0.67 -5.60
C 0.68 -0.08 -5.86
C -0.06 0.39 -4.74
C -1.95 3.02 1.26
C -3.13 3.78 1.41
C -3.33 4.53 2.57
C -2.50 4.31 3.66
C -1.47 3.34 3.51
C -1.11 2.77 2.28
P 0.29 1.74 1.91
C 1.72 2.83 1.97
C 2.23 3.29 3.19
C 3.18 4.26 3.14
C 3.70 4.77 1.93
C 3.25 4.27 0.76
C 2.26 3.26 0.78
C 0.50 0.63 3.33
C 1.75 -0.02 3.56
C 1.90 -1.17 4.31
C 0.77 -1.74 4.89
C -0.46 -1.11 4.74
C -0.58 0.07 4.01
H -1.04 5.05 0.28
H 0.58 6.29 -1.21
H 1.50 5.18 -3.09
H 1.15 2.83 -3.59
H -2.66 2.66 -2.93
H -5.00 2.32 -3.28
H -6.08 0.20 -3.18
H -4.68 -1.81 -2.20
H -2.44 -1.47 -1.53
H 2.07 -0.44 -2.19
H 3.36 -1.37 -4.25
H 2.50 -1.06 -6.40
H 0.43 0.09 -6.93
H -1.03 0.88 -4.88
H -3.81 3.86 0.60
H -4.14 5.26 2.62
H -2.58 4.96 4.52
H -0.92 3.15 4.37
H 1.84 2.83 4.13
H 3.58 4.69 4.13
H 4.40 5.64 1.95
H 3.61 4.60 -0.22
H 1.83 2.98 -0.18
H 2.61 0.36 3.03
H 2.90 -1.66 4.34
H 0.88 -2.70 5.29
H -1.32 -1.62 5.19
H -1.56 0.55 3.87
N 0.41 -2.94 -2.03
C 1.49 -3.66 -2.58
C 2.60 -3.95 -1.80
C 3.65 -4.71 -2.40
C 3.55 -5.12 -3.73
C 2.48 -4.74 -4.53
C 1.49 -4.01 -3.94
H -0.52 -3.19 -2.34
H 0.55 -2.83 -1.05
H 2.69 -3.55 -0.78
H 4.54 -5.03 -1.86
H 4.33 -5.79 -4.10
H 2.42 -4.98 -5.62
H 0.66 -3.72 -4.54
```

As for the orbital gap: 6.9 eV. For the total energy, the calculation gives -3515.9107 Eh. The net charge is 0. The energy above the lowest of the compared OMol25 structures with the same formula, charge and spin comes out at 0.0 kcal per mole. The LUMO energy is 0.09 eV.



# C8H17BNO5

The ion C8H17BNO5 with charge -1 in a non-equilibrium geometry (the ωB97M-V functional and the def2-TZVPD basis, the OMol25 dataset).

```
32
Properties=species:S:1:pos:R:3
C 2.40 -1.59 1.67
O 3.15 -0.78 0.77
C 2.63 -0.74 -0.54
C 2.09 0.64 -0.93
C 1.35 1.39 0.19
C -0.11 1.72 -0.14
C -1.17 0.81 0.50
N -1.74 1.52 1.68
B -2.31 0.45 -0.56
O -3.66 0.47 -0.19
O -2.02 0.12 -1.86
C -2.38 -1.23 -2.18
C -0.63 -0.58 0.94
O -0.67 -0.83 2.17
O -0.26 -1.34 0.00
H 3.08 -1.98 2.42
H 1.91 -2.42 1.17
H 1.65 -1.00 2.18
H 1.88 -1.49 -0.73
H 3.47 -0.96 -1.21
H 2.93 1.24 -1.26
H 1.42 0.57 -1.79
H 1.46 0.89 1.14
H 1.86 2.34 0.30
H -0.30 2.72 0.24
H -0.26 1.79 -1.21
H -2.32 0.89 2.21
H -2.30 2.29 1.33
H -3.79 -0.17 0.51
H -1.55 -1.68 -2.71
H -3.27 -1.24 -2.81
H -2.55 -1.80 -1.28
```

As for the orbital gap: 7.9 eV. For the total energy, the calculation gives -770.9505 Eh. The structure (SMILES) is COCCCC[C@@](N)(B(O)OC)C(=O)[O-]. The net charge is -1. The LUMO energy is 3.23 eV.



# C3H3N3O

A cluster of 2 separate species, C3H3N3O in total in a non-equilibrium geometry (the ωB97M-V functional and the def2-TZVPD basis, the OMol25 dataset).

```
10
Properties=species:S:1:pos:R:3
N -1.40 0.56 -1.41
C -0.47 0.64 -0.63
C 0.55 0.94 0.16
C 0.96 0.36 1.45
O 0.48 -0.58 2.03
H -1.30 -0.04 -2.22
H 1.13 1.77 -0.21
H 1.82 0.91 1.88
N -1.13 -2.26 -1.02
N -0.63 -2.29 -0.04
```

As for the orbital gap: 10.2 eV. For the total energy, the calculation gives -355.6012 Eh. The structure (SMILES) is N=C=CC=O.N#N. The net charge is 0. The energy above the lowest of the compared OMol25 structures with the same formula, charge and spin comes out at 24.3 kcal per mole. The LUMO energy is 0.43 eV.



# C6H10N2O5PS

A structure of composition C6H10N2O5PS in a non-equilibrium geometry (the ωB97M-V functional and the def2-TZVPD basis, the OMol25 dataset).

```
25
Properties=species:S:1:pos:R:3
C -1.12 1.04 -1.69
C -2.17 0.08 -1.23
C -1.26 1.19 0.62
C 3.25 -0.40 -0.04
C -2.25 -1.74 1.33
C 1.91 -1.07 0.36
N -0.65 1.75 -0.50
N -2.25 0.32 0.14
O -2.84 -0.76 -1.79
O -1.04 1.44 1.76
O 1.82 1.76 -1.53
O -2.99 -0.61 0.92
O 0.78 -0.36 0.06
P 1.10 1.82 -0.26
S 1.57 2.85 1.27
H -1.59 1.91 -2.41
H 3.21 -0.20 -1.19
H 3.15 0.60 0.46
H 4.07 -0.97 0.37
H -2.16 -1.52 2.34
H -1.23 -1.70 0.73
H -2.83 -2.59 0.91
H 1.91 -1.27 1.39
H 1.78 -2.07 -0.04
H -0.15 0.49 -1.97
```

As for the orbital gap: 8.6 eV. For the total energy, the calculation gives -1459.9281 Eh. The net charge is -1. The energy above the lowest of the compared OMol25 structures with the same formula, charge and spin comes out at 3.4 kcal per mole. The LUMO energy is 3.41 eV.